Formula: C36H40ClN7O4
Source: the OMol25 dataset
Level of theory: ωB97M-V with the def2-TZVPD basis set

Values from the calculation:
**Spin multiplicity**: 1
**E_LUMO**: 0.3 eV
**SMILES**: CCCNOC(=O)OCC(=O)Cl.c1ccncc1.c1ccncc1.c1ccncc1.c1ccncc1.c1ccncc1.c1ccncc1
**Highest occupied orbital energy**: -0.342 Eh
**HOMO-LUMO gap**: 0.3522 Ha

Cartesian coordinates (Å):
C (2.078, -6.542, -2.090)
C (1.794, -5.432, -3.114)
C (0.360, -5.370, -3.608)
N (-0.035, -6.465, -4.471)
O (-0.134, -7.687, -3.745)
C (-1.175, -7.811, -2.908)
O (-1.163, -8.558, -1.979)
O (-2.261, -7.090, -3.293)
C (-2.843, -6.287, -2.279)
C (-2.911, -4.864, -2.788)
O (-3.019, -4.554, -3.927)
Cl (-2.846, -3.636, -1.519)
H (2.307, -7.485, -2.584)
H (1.241, -6.685, -1.402)
H (2.933, -6.246, -1.479)
H (1.990, -4.480, -2.611)
H (2.511, -5.505, -3.933)
H (-0.293, -5.226, -2.731)
H (0.245, -4.471, -4.222)
H (-0.918, -6.284, -4.935)
H (-3.860, -6.624, -2.061)
H (-2.282, -6.339, -1.346)
C (6.233, -1.672, -1.460)
C (5.432, -1.189, -2.480)
C (4.151, -1.703, -2.612)
N (3.648, -2.641, -1.813)
C (4.433, -3.100, -0.838)
C (5.724, -2.650, -0.617)
H (7.238, -1.294, -1.321)
H (5.787, -0.427, -3.158)
H (3.489, -1.348, -3.392)
H (3.998, -3.866, -0.204)
H (6.315, -3.056, 0.193)
C (-3.471, -0.583, -6.008)
C (-2.872, -1.811, -5.779)
C (-1.609, -2.032, -6.307)
N (-0.937, -1.134, -7.024)
C (-1.528, 0.040, -7.235)
C (-2.787, 0.365, -6.751)
H (-4.456, -0.368, -5.612)
H (-3.366, -2.581, -5.206)
H (-1.105, -2.980, -6.150)
H (-0.961, 0.753, -7.824)
H (-3.216, 1.337, -6.953)
C (1.227, 1.847, 0.715)
C (1.976, 0.699, 0.916)
C (2.958, 0.379, -0.011)
N (3.221, 1.116, -1.090)
C (2.490, 2.216, -1.268)
C (1.489, 2.625, -0.401)
H (0.456, 2.131, 1.419)
H (1.807, 0.064, 1.774)
H (3.567, -0.510, 0.110)
H (2.724, 2.796, -2.154)
H (0.930, 3.531, -0.596)
C (0.193, 6.631, 2.626)
C (1.382, 6.008, 2.279)
C (1.611, 4.721, 2.740)
N (0.752, 4.046, 3.502)
C (-0.386, 4.662, 3.824)
C (-0.718, 5.945, 3.416)
H (-0.022, 7.635, 2.284)
H (2.119, 6.506, 1.663)
H (2.526, 4.195, 2.487)
H (-1.068, 4.088, 4.443)
H (-1.662, 6.388, 3.709)
C (-6.381, 5.543, 2.828)
C (-5.616, 4.695, 3.612)
C (-4.394, 5.153, 4.077)
N (-3.908, 6.364, 3.811)
C (-4.656, 7.166, 3.055)
C (-5.893, 6.807, 2.542)
H (-7.342, 5.224, 2.446)
H (-5.957, 3.699, 3.859)
H (-3.767, 4.519, 4.695)
H (-4.238, 8.146, 2.852)
H (-6.456, 7.502, 1.935)
C (0.161, 2.769, 8.295)
C (0.630, 1.541, 8.733)
C (1.416, 0.793, 7.869)
N (1.743, 1.186, 6.640)
C (1.280, 2.368, 6.226)
C (0.491, 3.192, 7.018)
H (-0.452, 3.386, 8.940)
H (0.397, 1.171, 9.721)
H (1.807, -0.171, 8.175)
H (1.557, 2.661, 5.225)
H (0.149, 4.146, 6.641)



Formula: C11H19N3O2S
Source: the OMol25 dataset
Level of theory: ωB97M-V with the def2-TZVPD basis set

Values from the calculation:
**Spin multiplicity**: 1
**E_LUMO**: 0.7 eV
**SMILES**: CCCCCOC(=O)Nc1nnc(CCC)s1
**Energy above the lowest of the compared OMol25 structures with the same formula, charge and spin**: 0.25 kcal per mole
**Highest occupied orbital energy**: -0.330 Eh
**HOMO-LUMO gap**: 0.3567 Ha

Cartesian coordinates (Å):
C (3.962, 2.220, -0.988)
C (4.978, 1.112, -0.737)
C (4.331, -0.241, -0.440)
C (3.608, -0.275, 0.906)
C (3.019, -1.651, 1.201)
O (2.023, -2.019, 0.241)
C (0.796, -1.532, 0.449)
O (0.449, -0.850, 1.377)
N (-0.041, -1.936, -0.560)
C (-1.376, -1.637, -0.584)
N (-2.173, -2.038, -1.515)
N (-3.427, -1.636, -1.332)
C (-3.613, -0.932, -0.277)
C (-4.915, -0.360, 0.136)
C (-4.883, 1.172, 0.127)
C (-6.223, 1.755, 0.553)
S (-2.137, -0.678, 0.661)
H (3.287, 1.943, -1.795)
H (3.371, 2.421, -0.098)
H (4.471, 3.140, -1.269)
H (5.608, 1.005, -1.623)
H (5.625, 1.392, 0.096)
H (5.107, -1.011, -0.437)
H (3.624, -0.487, -1.235)
H (4.305, -0.027, 1.708)
H (2.798, 0.455, 0.922)
H (2.569, -1.664, 2.198)
H (3.780, -2.430, 1.123)
H (0.318, -2.516, -1.304)
H (-5.677, -0.725, -0.554)
H (-5.158, -0.707, 1.143)
H (-4.635, 1.517, -0.879)
H (-4.098, 1.517, 0.804)
H (-7.013, 1.429, -0.120)
H (-6.476, 1.434, 1.561)
H (-6.186, 2.841, 0.539)



Formula: C27H38N5OSTi
Source: the OMol25 dataset
Level of theory: ωB97M-V with the def2-TZVPD basis set

Values from the calculation:
**Spin multiplicity**: 2
**E_LUMO (spin up / spin down)**: -5.9 / -6.1 eV
**Energy above the lowest of the compared OMol25 structures with the same formula, charge and spin**: 35.86 kcal per mole
**Total charge**: +2
**Highest occupied orbital energy (spin up / spin down)**: -0.474 / -0.520 Eh
**HOMO-LUMO gap (spin up / spin down)**: 0.2576 / 0.2967 Ha

Cartesian coordinates (Å):
Ti (0.385, -0.251, -0.241)
C (-2.846, 2.333, 1.042)
C (-1.679, 3.238, 0.634)
C (-2.048, 4.008, -0.634)
C (-0.331, 2.540, 0.582)
C (-0.051, 1.473, 1.451)
C (1.277, 1.114, 1.746)
C (2.354, 1.754, 1.130)
C (3.748, 1.534, 1.627)
C (2.061, 2.681, 0.128)
C (0.756, 3.069, -0.133)
H (-3.767, 2.908, 1.017)
H (-2.735, 1.946, 2.051)
H (-2.954, 1.501, 0.351)
H (-1.560, 3.980, 1.436)
H (-2.172, 3.339, -1.482)
H (-1.301, 4.757, -0.881)
H (-2.987, 4.532, -0.473)
H (-0.834, 1.076, 2.095)
H (1.468, 0.456, 2.591)
H (3.973, 2.293, 2.377)
H (4.488, 1.634, 0.839)
H (3.853, 0.564, 2.105)
H (2.873, 3.172, -0.392)
H (0.598, 3.863, -0.846)
N (-2.088, -0.816, -0.296)
C (-1.537, -2.033, -0.783)
C (-2.270, -3.189, -0.973)
C (-1.629, -4.295, -1.519)
C (-0.286, -4.182, -1.872)
C (0.377, -2.994, -1.646)
N (-0.229, -1.933, -1.087)
C (-2.084, 0.131, -1.368)
C (-3.203, 0.438, -2.126)
C (-3.040, 1.277, -3.217)
C (-1.763, 1.734, -3.525)
C (-0.703, 1.383, -2.707)
N (-0.866, 0.609, -1.630)
H (-3.021, -0.955, 0.094)
H (-3.317, -3.221, -0.709)
H (-2.176, -5.209, -1.687)
H (0.232, -5.008, -2.331)
H (1.418, -2.862, -1.922)
H (-4.169, 0.038, -1.863)
H (-3.889, 1.545, -3.825)
H (-1.594, 2.352, -4.392)
H (0.309, 1.713, -2.907)
C (3.733, -0.880, -0.791)
C (2.291, -0.537, -0.642)
O (1.718, 0.144, -1.522)
H (4.268, -0.046, -1.254)
H (3.816, -1.726, -1.481)
H (4.194, -1.166, 0.150)
C (3.110, -4.018, 2.425)
C (2.157, -3.915, 1.238)
N (0.793, -4.232, 1.613)
C (-0.134, -3.342, 1.945)
S (0.126, -1.654, 1.879)
N (-1.340, -3.726, 2.374)
C (-1.727, -5.057, 2.816)
C (-1.214, -5.373, 4.217)
H (4.129, -3.848, 2.093)
H (3.066, -5.007, 2.872)
H (2.865, -3.278, 3.182)
H (2.454, -4.624, 0.462)
H (2.169, -2.897, 0.833)
H (0.622, -5.203, 1.843)
H (-1.915, -2.967, 2.716)
H (-1.369, -5.793, 2.092)
H (-2.819, -5.087, 2.810)
H (-0.128, -5.363, 4.258)
H (-1.562, -6.356, 4.516)
H (-1.588, -4.645, 4.931)



Formula: C9H21AlBeBrClCsF4O13S2
Source: the OMol25 dataset
Level of theory: ωB97M-V with the def2-TZVPD basis set

Values from the calculation:
**Spin multiplicity**: 1
**E_LUMO**: -8.5 eV
**Total charge**: +1
**Highest occupied orbital energy**: -0.359 Eh
**HOMO-LUMO gap**: 0.0484 Ha

Cartesian coordinates (Å):
C (-1.445, -2.096, 0.290)
O (-0.227, -2.347, 1.077)
S (0.956, -3.196, 0.190)
O (1.163, -2.559, -1.237)
O (0.352, -4.779, -0.185)
H (-1.598, -2.882, -0.579)
H (-1.347, -1.025, -0.219)
H (-2.416, -2.035, 0.976)
H (0.681, -5.374, 0.566)
C (-6.518, 2.060, -0.619)
O (-5.447, 2.039, -1.547)
C (-5.602, 2.990, -2.600)
C (-4.249, 3.597, -2.989)
O (-3.716, 4.515, -2.025)
C (-3.255, 3.950, -0.790)
C (-1.995, 3.087, -0.927)
O (-2.312, 1.827, -1.519)
C (-1.278, 1.334, -2.356)
H (-7.417, 1.636, -1.073)
H (-6.234, 1.451, 0.243)
H (-6.714, 3.077, -0.264)
H (-6.290, 3.797, -2.309)
H (-6.025, 2.461, -3.459)
H (-4.398, 4.186, -3.900)
H (-3.520, 2.830, -3.242)
H (-4.059, 3.420, -0.281)
H (-3.004, 4.807, -0.155)
H (-1.581, 2.885, 0.067)
H (-1.251, 3.627, -1.519)
H (-0.961, 2.093, -3.077)
H (-1.669, 0.479, -2.913)
H (-0.429, 1.008, -1.751)
C (6.028, -1.481, 0.096)
F (6.042, -1.247, 1.447)
F (6.426, -0.305, -0.490)
F (7.043, -2.374, -0.137)
S (4.371, -2.081, -0.524)
O (3.417, -1.013, -0.194)
O (4.109, -3.332, 0.201)
O (4.538, -2.277, -1.971)
Al (3.961, -4.461, 1.624)
C (8.386, -2.674, 3.809)
O (8.499, -1.461, 4.108)
O (7.396, -2.856, 2.947)
O (9.029, -3.682, 4.178)
H (7.196, -1.898, 2.940)
Br (-7.332, 4.301, 0.715)
Cs (11.298, -3.073, 4.001)
O (1.027, -4.520, 3.487)
H (0.869, -4.622, 4.438)
H (0.149, -4.327, 3.124)
Cl (-1.082, 4.015, 1.041)
Be (-6.004, 1.827, 1.995)
F (6.437, 0.678, 1.294)



Formula: C4H10N2
Source: the OMol25 dataset
Level of theory: ωB97M-V with the def2-TZVPD basis set

Values from the calculation:
**Spin multiplicity**: 1
**E_LUMO**: 0.9 eV
**SMILES**: C=NCCCN
**Energy above the lowest of the compared OMol25 structures with the same formula, charge and spin**: 67.83 kcal per mole
**Highest occupied orbital energy**: -0.332 Eh
**HOMO-LUMO gap**: 0.3636 Ha

Cartesian coordinates (Å):
C (-0.965, -2.352, 0.215)
N (-1.145, -1.435, -0.712)
C (-1.380, -0.090, -0.123)
C (-0.231, 0.819, 0.510)
C (1.031, 0.392, -0.248)
N (2.288, 1.360, -0.242)
H (-0.363, -3.277, -0.117)
H (-1.389, -2.126, 1.144)
H (-2.098, -0.172, 0.783)
H (-1.939, 0.551, -0.817)
H (-0.452, 1.908, 0.183)
H (-0.295, 0.692, 1.598)
H (1.481, -0.576, -0.008)
H (0.878, 0.347, -1.268)
H (2.501, 1.730, -1.216)
H (2.079, 2.228, 0.316)



Formula: C4H4O2
Source: the OMol25 dataset
Level of theory: ωB97M-V with the def2-TZVPD basis set

Values from the calculation:
**Spin multiplicity**: 1
**E_LUMO (spin up / spin down)**: -1.0 / -1.8 eV
**Energy above the lowest of the compared OMol25 structures with the same formula, charge and spin**: 113.74 kcal per mole
**Highest occupied orbital energy (spin up / spin down)**: -0.314 / -0.301 Eh
**HOMO-LUMO gap (spin up / spin down)**: 0.2769 / 0.2363 Ha

Cartesian coordinates (Å):
C (-0.525, -1.605, -0.318)
C (0.360, -0.547, -0.432)
C (0.364, -1.664, -1.404)
C (-0.094, 1.811, 1.155)
O (0.830, -2.144, -2.401)
O (0.856, 0.533, -0.205)
H (-1.561, -1.972, 0.043)
H (0.676, 2.276, 1.791)
H (-0.554, 0.953, 1.478)
H (-0.352, 2.359, 0.294)



Formula: C2H6O4
Source: the OMol25 dataset
Level of theory: ωB97M-V with the def2-TZVPD basis set

Values from the calculation:
**Spin multiplicity**: 1
**E_LUMO**: 0.4 eV
**SMILES**: O=CO.OCO
**Energy above the lowest of the compared OMol25 structures with the same formula, charge and spin**: 53.09 kcal per mole
**Highest occupied orbital energy**: -0.347 Eh
**HOMO-LUMO gap**: 0.3608 Ha

Cartesian coordinates (Å):
O (1.427, 1.565, 0.035)
C (1.538, 0.434, -0.509)
O (2.019, -0.628, 0.148)
H (1.394, 0.227, -1.577)
H (2.120, -0.356, 1.081)
O (-1.021, -1.369, 0.077)
C (-1.036, 0.004, -0.200)
O (-2.072, 0.642, 0.496)
H (-0.434, -1.518, 0.834)
H (-0.170, 0.903, -0.117)
H (-1.181, 0.091, -1.284)
H (-2.583, 0.005, 1.015)



Formula: C17H56O21P4
Source: the OMol25 dataset
Level of theory: ωB97M-V with the def2-TZVPD basis set

Values from the calculation:
**Spin multiplicity**: 2
**E_LUMO (spin up / spin down)**: -2.9 / -9.8 eV
**Total charge**: +1
**Highest occupied orbital energy (spin up / spin down)**: -0.435 / -0.435 Eh
**HOMO-LUMO gap (spin up / spin down)**: 0.3285 / 0.0753 Ha

Cartesian coordinates (Å):
C (18.489, -3.253, 2.374)
O (17.705, -4.409, 2.279)
H (18.021, -2.704, 3.191)
H (19.567, -3.401, 2.437)
H (18.356, -2.572, 1.534)
H (16.811, -4.162, 2.033)
C (13.088, -3.085, 9.036)
O (14.399, -2.659, 9.111)
H (12.985, -4.090, 8.627)
H (12.644, -2.920, 10.018)
H (12.595, -2.332, 8.421)
H (14.943, -2.979, 8.387)
C (14.174, -4.975, 2.834)
O (14.804, -3.997, 2.039)
H (13.756, -4.563, 3.752)
H (13.280, -5.364, 2.347)
H (14.833, -5.834, 2.964)
H (14.180, -3.354, 1.692)
C (16.459, -4.114, 5.960)
O (16.317, -3.350, 7.121)
H (17.172, -3.661, 5.271)
H (16.896, -5.088, 6.179)
H (15.512, -4.264, 5.442)
H (17.066, -3.522, 7.697)
C (17.262, -3.540, 10.977)
O (17.286, -2.907, 9.680)
H (16.290, -4.015, 11.107)
H (18.056, -4.281, 11.066)
H (17.224, -2.803, 11.779)
H (16.423, -2.504, 9.555)
C (17.097, -8.442, 6.302)
O (16.145, -8.226, 7.300)
P (16.653, -8.273, 8.898)
O (18.121, -8.485, 9.127)
O (16.119, -6.892, 9.588)
C (14.871, -6.332, 9.385)
O (15.777, -9.420, 9.549)
C (15.769, -10.759, 9.100)
H (17.407, -7.593, 5.692)
H (16.664, -9.134, 5.581)
H (18.003, -8.863, 6.739)
H (14.379, -6.928, 8.617)
H (14.860, -5.265, 9.160)
H (14.404, -6.272, 10.369)
H (14.814, -11.254, 9.273)
H (16.573, -11.390, 9.479)
H (15.887, -10.695, 8.018)
C (20.601, -7.876, 5.638)
O (20.713, -6.693, 6.392)
P (21.269, -6.894, 7.906)
O (20.622, -7.958, 8.730)
O (22.891, -6.958, 7.803)
C (23.595, -6.779, 9.086)
O (21.126, -5.355, 8.508)
C (19.900, -4.947, 9.096)
H (19.648, -7.725, 5.131)
H (20.420, -8.807, 6.175)
H (21.311, -7.965, 4.815)
H (23.162, -7.554, 9.719)
H (23.484, -5.792, 9.534)
H (24.634, -7.085, 8.962)
H (20.081, -4.590, 10.110)
H (19.282, -5.832, 9.245)
H (19.409, -4.108, 8.604)
C (22.254, 2.395, 9.154)
O (21.818, 1.494, 8.074)
P (20.492, 0.536, 8.333)
O (19.148, 1.152, 8.328)
O (20.618, -0.634, 7.172)
C (19.440, -1.015, 6.459)
O (20.930, -0.246, 9.687)
C (20.265, -1.232, 10.427)
H (21.785, 2.078, 10.085)
H (22.007, 3.429, 8.913)
H (23.329, 2.419, 9.336)
H (19.659, -1.073, 5.393)
H (18.632, -0.297, 6.318)
H (19.030, -1.982, 6.749)
H (20.878, -1.980, 10.929)
H (19.495, -1.728, 9.837)
H (19.795, -0.689, 11.246)
C (9.753, -2.870, 2.581)
O (10.368, -1.616, 2.603)
P (11.922, -1.204, 2.972)
O (12.955, -1.781, 2.042)
O (12.049, -1.697, 4.466)
C (13.366, -1.786, 4.999)
O (11.852, 0.408, 3.081)
C (11.559, 1.280, 2.055)
H (9.017, -2.987, 3.376)
H (10.458, -3.699, 2.650)
H (9.246, -3.036, 1.631)
H (13.415, -0.866, 5.581)
H (14.072, -1.756, 4.169)
H (13.587, -2.708, 5.537)
H (10.615, 1.816, 2.150)
H (11.669, 0.762, 1.102)
H (12.347, 2.031, 2.113)



Record-wise calculated total energy values, in Ha: -2540.15746; -1143.50746; -2647.90535; -5840.06479; -267.81723; -305.09820; -380.69082; -3626.59699
Record-wise molar mass values, in g mol⁻¹: 670.2; 257.4; 528.6; 761.6; 86.1; 84.1; 94.1; 720.5